Below is the molecule C6H9NS, with properties calculated with ωB97M-V with the def2-TZVPD basis set.

Output
* LUMO level: 0.84 eV
* frontier orbital gap: 9.9 eV
* SMILES string: C#C[C@]1(CS)N[C@H]1C
* 2S+1: 1
* calculated total energy: -686.8467 Eh

The geometry in XYZ format:
```
17
Properties=species:S:1:pos:R:3:mulliken_charge:R:1
C 1.99904 -0.88407 -0.34206 -1.313
C 1.26504 0.26886 0.24752 -0.122
C -0.22378 0.37439 0.07857 0.936
C -1.13699 -0.64078 -0.67420 -0.612
C -0.87013 1.68681 0.03017 -1.250
C -1.46331 2.74451 -0.09285 0.246
H 2.43345 -0.60882 -1.32821 0.284
H 1.38520 -1.77149 -0.41663 0.380
H 2.87972 -1.12418 0.31114 0.349
H 1.82870 1.17468 0.26743 0.456
H 0.40780 -0.95406 1.58727 0.340
H -1.44324 -0.24346 -1.68955 0.375
H -0.60459 -1.62724 -0.87666 0.241
H -2.21180 -1.12773 1.49055 0.134
H -1.91912 3.70156 -0.18015 0.471
N 0.36996 0.06390 1.37222 -0.704
S -2.69595 -1.03287 0.21545 -0.211
```